DFT (ωB97M-V/def2-TZVPD) results for an isolated ion of composition C4H8N3O2 and charge +1.

The geometry in XYZ format:
```
17
C4H8N3O2, DFT ωB97M-V/def2-TZVPD
C -0.44206 -0.25912 -0.47669
C -1.85249 -0.39608 -0.28917
C 1.21428 1.55378 -0.15324
C 0.49779 -1.66627 -0.46308
N -1.17959 1.59118 0.57938
N -0.12572 0.95917 -0.08531
N 0.84395 -1.94777 0.84251
O -2.64221 -1.18006 -0.62188
O -2.26429 0.87541 0.28540
H 1.74266 1.80847 0.71764
H 0.96922 2.53954 -0.62464
H 1.81967 0.94119 -0.70989
H 1.36028 -1.25323 -1.03356
H -0.00078 -2.40370 -0.97722
H -1.42673 2.49891 0.35955
H 0.25926 -2.60631 1.44081
H 1.22678 -1.05513 1.20938
```

HOMO level = -14.11 eV
Energy relative to the best compared isomer or geometry (same formula, charge and spin) = 5.602 eV
SMILES string = C[n+]1[nH]oc(=O)c1CN
Net charge = +1
E = -471.5552 Eh
Max |F| = 0.0888 hartree/bohr
Kohn-Sham gap = 8.4 eV

=====

DFT (ωB97M-V/def2-TZVPD) results for a 22-piece molecular cluster, C87H226N14O22 overall.

The geometry in XYZ format:
```
349
C87H226N14O22, DFT ωB97M-V/def2-TZVPD
C 0.47574 6.01364 4.78158
C 1.93097 5.65447 4.45783
O 2.76892 6.88361 4.49948
H 0.16741 6.92821 4.23001
H 0.33031 6.31958 5.83413
H -0.23043 5.19539 4.56025
H 2.09569 5.14028 3.43682
H 2.28761 4.97252 5.23366
H 3.62359 6.51347 4.24643
C 5.50372 5.32098 1.85069
C 5.17616 3.86816 2.18310
O 4.28771 3.90401 3.29513
H 5.67290 5.73809 2.82207
H 4.57252 5.79231 1.48941
H 6.33863 5.50636 1.17737
H 6.06221 3.37001 2.52005
H 4.72659 3.36703 1.31256
H 4.10268 2.98533 3.52616
C 2.63276 -5.36722 1.31747
C 4.10318 -5.55028 1.70831
O 4.74919 -4.23198 1.92630
H 2.18615 -6.36694 1.12441
H 2.52627 -4.75666 0.41609
H 2.09719 -4.91467 2.13551
H 4.62612 -6.10793 0.95190
H 4.18645 -6.10672 2.65115
H 4.53522 -3.67037 1.11538
C -1.43859 -5.08825 3.11782
C -1.10216 -6.42855 2.45932
O -2.28982 -7.21758 2.19300
H -1.60457 -5.15971 4.22558
H -2.24883 -4.62450 2.55310
H -0.55256 -4.42609 3.03679
H -0.29308 -6.93081 3.06131
H -0.71513 -6.16547 1.50153
H -2.68937 -7.39405 3.07880
C 2.98031 2.07740 6.62403
C 2.15202 1.52547 7.81113
O 2.72204 0.35220 8.28022
H 4.02379 2.26979 6.87733
H 2.62088 3.08366 6.37523
H 2.84539 1.43366 5.72365
H 1.07303 1.43234 7.56749
H 2.10441 2.26085 8.64798
H 2.61500 -0.40181 7.62222
C -6.16254 1.90711 0.80942
C -5.71197 2.96069 1.81682
O -5.97579 2.29662 3.07930
H -7.26714 1.73016 0.91833
H -5.65372 0.97776 1.01272
H -5.98318 2.16571 -0.20308
H -6.18626 3.91600 1.66471
H -4.66534 3.08512 1.57952
H -5.51732 2.73356 3.85219
C -4.59781 6.15610 4.06749
C -3.75115 5.16225 4.85508
O -4.52282 3.96904 5.01879
H -5.43735 6.47615 4.70351
H -4.95217 5.85858 3.08004
H -3.98965 7.05780 3.94235
H -3.48648 5.57858 5.84889
H -2.86273 5.00035 4.27877
H -3.99123 3.39228 5.61435
C 4.39032 9.18257 1.99850
C 2.88103 9.26777 2.25316
O 2.30265 7.97559 1.96454
H 4.84167 8.38110 2.59359
H 4.88405 10.10901 2.31565
H 4.58882 9.06761 0.92946
H 2.44441 10.02329 1.58788
H 2.73559 9.59523 3.29159
H 2.20331 7.56948 2.83119
C 6.43508 -2.52600 -1.31989
C 5.22168 -1.71388 -0.86703
C 4.74154 -0.77824 -1.96912
O 3.52016 -0.22842 -1.53085
C 2.93779 0.45111 -2.64930
N 4.22644 -2.68373 -0.42992
H 7.34027 -2.00030 -1.65447
H 6.11886 -3.24627 -2.03799
H 6.74411 -3.01676 -0.40699
H 5.42756 -1.04029 -0.02535
H 4.63725 -1.27772 -2.94257
H 5.51702 -0.05514 -2.16605
H 2.70618 -0.30739 -3.38503
H 3.66202 1.20065 -3.04160
H 2.01157 0.96125 -2.43829
H 4.07574 -3.33357 -1.19299
H 3.32843 -2.18130 -0.23514
C 0.41141 -2.13604 5.19624
C 1.37088 -2.69299 6.27137
C 1.67545 -4.16120 5.96048
O 0.48944 -4.95725 6.00919
C 0.70401 -6.30764 5.92790
N 2.54088 -1.86649 6.51469
H 0.29434 -1.07184 5.42390
H -0.56396 -2.62472 5.36676
H 0.62470 -2.24666 4.10321
H 0.82620 -2.74618 7.21994
H 2.30867 -4.50084 6.84423
H 2.24549 -4.36680 5.00241
H 1.20851 -6.64422 4.98268
H -0.27031 -6.73795 5.90229
H 1.33920 -6.67827 6.77902
H 2.98899 -1.63024 5.63583
H 3.22723 -2.44618 6.98712
C 1.80567 -3.84622 -3.15362
C 2.97559 -4.71414 -3.41488
C 3.95980 -3.90187 -4.17153
O 5.21550 -4.50196 -4.30993
C 5.98254 -3.75231 -5.23841
N 3.49076 -5.04985 -2.09055
H 2.21222 -3.12897 -2.37672
H 0.95219 -4.30027 -2.67177
H 1.41428 -3.37716 -4.02251
H 2.78162 -5.62945 -4.00692
H 4.00956 -2.82815 -3.86592
H 3.50006 -3.82965 -5.16549
H 6.36907 -2.83799 -4.73874
H 5.39456 -3.48200 -6.14600
H 6.84934 -4.32609 -5.40381
H 2.78297 -5.52846 -1.53840
H 4.27024 -5.72045 -2.21491
C -2.86303 -1.80192 4.21768
C -3.95555 -1.13100 3.36419
C -4.69833 -2.18032 2.52710
O -3.87660 -2.82961 1.60181
C -4.54511 -3.89571 1.00115
N -4.88346 -0.38524 4.20797
H -2.25771 -2.55502 3.75621
H -3.29247 -2.25662 5.10224
H -2.16076 -1.03361 4.56320
H -3.42530 -0.44970 2.65321
H -5.57954 -1.69669 2.00684
H -5.19831 -2.81603 3.28980
H -4.73537 -4.74130 1.71649
H -3.93620 -4.35657 0.25192
H -5.49203 -3.50238 0.54513
H -5.46338 0.19605 3.60690
H -5.46622 -1.01471 4.71848
C -1.26964 2.84295 5.92775
C -1.90952 1.64748 6.54900
C -1.81616 1.82609 8.05672
O -2.42755 0.74583 8.71945
C -1.74955 0.27627 9.85899
N -3.31332 1.54818 6.25574
H -1.31418 2.78952 4.83890
H -0.19204 2.87693 6.13571
H -1.73693 3.78315 6.23127
H -1.33498 0.71188 6.33220
H -2.31755 2.79060 8.32213
H -0.81080 2.07149 8.30885
H -1.73783 0.99038 10.67356
H -0.72103 -0.03156 9.55540
H -2.15285 -0.66548 10.22495
H -3.54408 1.25341 5.29750
H -3.71109 0.76089 6.76465
C 2.65541 -2.93567 -7.67593
C 1.53347 -3.79861 -7.22590
C 0.34942 -3.00001 -6.69861
O 0.78662 -2.10231 -5.70999
C -0.25304 -1.39882 -5.04781
N 1.09780 -4.69979 -8.33624
H 3.32558 -3.61549 -8.19327
H 3.13963 -2.33306 -6.89839
H 2.29265 -2.30335 -8.46251
H 1.73825 -4.43449 -6.33738
H -0.44192 -3.65171 -6.37764
H -0.04319 -2.54767 -7.64200
H -0.73260 -0.71471 -5.75235
H 0.10871 -0.78234 -4.24888
H -1.04466 -2.11466 -4.79441
H 0.81293 -4.18123 -9.13013
H 0.34224 -5.31607 -8.09945
C 1.05899 -8.66277 -1.17914
C -0.25238 -8.22079 -0.59870
C -0.76033 -6.92169 -1.20353
O 0.13861 -5.87054 -0.95294
C -0.51064 -4.64751 -0.63039
N -1.24899 -9.23759 -0.82180
H 0.88112 -9.04126 -2.17300
H 1.34658 -9.58139 -0.67962
H 1.93311 -7.98222 -1.06498
H -0.08633 -8.07682 0.49310
H -1.72540 -6.67426 -0.70361
H -0.95186 -7.06935 -2.27271
H -1.33269 -4.69657 0.09075
H -0.94136 -4.25462 -1.51013
H 0.25199 -4.00129 -0.19470
H -1.73768 -9.06005 -1.68444
H -1.93131 -9.24001 -0.09813
C 4.52399 0.44177 3.14359
C 4.67152 -1.09310 3.08744
C 5.80710 -1.57785 4.00332
O 6.97003 -0.85963 3.86533
C 7.68576 -1.24380 2.70098
N 3.48428 -1.80398 3.55946
H 5.35473 0.94777 2.61275
H 4.49930 0.83234 4.20377
H 3.57111 0.63262 2.67478
H 4.85727 -1.33174 2.02926
H 6.01618 -2.63936 3.87343
H 5.32824 -1.55565 4.98292
H 8.22765 -2.14496 3.01190
H 8.42958 -0.47489 2.55068
H 7.09278 -1.43380 1.81678
H 3.73577 -2.80626 3.55203
H 2.75249 -1.64085 2.87549
C 3.34466 5.93790 -1.52112
C 3.80581 5.16304 -2.69063
C 4.80863 4.08043 -2.30874
O 5.94060 4.65308 -1.63386
C 6.77280 3.65684 -1.17167
N 2.65106 4.64990 -3.44464
H 2.91314 5.23517 -0.83027
H 2.79777 6.84625 -1.73377
H 4.19163 6.27350 -0.91095
H 4.31320 5.82724 -3.45125
H 5.18608 3.57734 -3.18808
H 4.34608 3.30420 -1.70112
H 7.53665 4.11132 -0.59002
H 7.34670 3.14634 -2.02979
H 6.26452 2.86857 -0.55451
H 1.89036 4.25848 -2.93466
H 2.92771 3.95563 -4.11136
C -3.72675 2.27207 -3.63586
C -3.44396 0.93600 -4.31847
C -4.30548 -0.13302 -3.69074
O -4.13609 -0.17950 -2.29039
C -4.80253 -1.27786 -1.67269
N -3.66947 0.87331 -5.77533
H -4.68783 2.59565 -4.00088
H -3.04116 3.05231 -4.06053
H -3.70822 2.23153 -2.56966
H -2.40026 0.61517 -4.22132
H -3.96186 -1.07248 -4.09377
H -5.31083 -0.03038 -3.99335
H -4.84231 -1.19449 -0.57395
H -4.18158 -2.14268 -1.86562
H -5.81850 -1.46303 -2.13539
H -3.12847 1.58830 -6.23251
H -4.61549 1.28475 -5.96497
C 0.73164 2.27292 -8.04440
C 1.36871 2.11550 -6.68718
C 0.28911 2.28177 -5.64349
O 0.92526 2.32078 -4.36855
C -0.09606 2.51744 -3.38326
N 2.19140 0.91264 -6.65954
H 0.31244 3.29458 -8.18397
H -0.04518 1.55756 -8.18853
H 1.51518 2.02388 -8.80733
H 2.11643 2.89052 -6.56026
H -0.52114 1.53712 -5.79191
H -0.10352 3.29787 -5.75945
H -0.78969 1.70897 -3.35652
H -0.66755 3.45456 -3.59126
H 0.39596 2.68740 -2.40591
H 1.56911 0.19143 -7.01722
H 2.41899 0.77960 -5.68527
C -0.64123 -1.19383 1.62902
C -0.30396 -0.38077 0.40732
C -1.55618 0.41138 0.04805
C -1.77127 1.66184 0.95937
C -0.45341 2.49777 0.93853
C 0.86159 1.75918 1.35900
N 0.82508 0.56939 0.50824
O 1.99949 -0.19551 0.81955
C 2.08900 2.58136 0.94182
C 0.90698 1.52419 2.84938
C 0.05206 -1.26936 -0.81028
H -1.08654 -0.63877 2.47642
H 0.24441 -1.77599 2.00470
H -1.33796 -2.00277 1.31989
H -1.36606 0.75792 -0.97380
H -2.46769 -0.28027 0.02274
H -1.99429 1.43056 2.02903
H -2.57764 2.26871 0.50085
H -0.53454 3.36362 1.55372
H -0.17385 2.84041 -0.07322
H 2.96431 1.96076 1.13115
H 1.93502 2.74685 -0.11307
H 2.29517 3.51623 1.51526
H 1.53287 0.70344 3.14725
H 1.27771 2.36438 3.41353
H -0.05453 1.27965 3.34977
H -0.84652 -1.71597 -1.28267
H 0.77437 -2.07394 -0.62659
H 0.45301 -0.54349 -1.53443
H 2.49707 -0.12671 -0.03017
C -6.82920 -3.44473 -7.62967
C -6.61881 -4.37466 -6.47060
C -6.52949 -5.80603 -7.08220
C -6.08209 -6.87611 -6.07707
C -4.70780 -6.45017 -5.58173
C -4.64988 -5.01883 -5.01717
N -5.28003 -4.06030 -5.94544
O -5.25683 -2.75450 -5.34993
C -5.28695 -5.04758 -3.57287
C -3.15680 -4.70277 -4.96354
C -7.75559 -4.14528 -5.47976
H -5.99421 -3.48608 -8.33586
H -6.93135 -2.37761 -7.35699
H -7.78709 -3.73235 -8.08941
H -7.49864 -6.12055 -7.46692
H -5.88087 -5.86487 -7.96257
H -6.02050 -7.83890 -6.55942
H -6.82381 -7.07768 -5.30582
H -4.00594 -6.42620 -6.40501
H -4.35189 -7.09269 -4.73938
H -4.66698 -5.63709 -2.87771
H -5.42119 -4.04683 -3.12680
H -6.22573 -5.56787 -3.56116
H -2.66132 -5.52352 -4.48456
H -2.76353 -4.49901 -5.96902
H -2.93977 -3.76954 -4.43795
H -7.49658 -3.30701 -4.76851
H -8.04036 -5.04553 -4.90153
H -8.60401 -3.75766 -6.02194
H -4.84087 -2.11905 -5.97757
C -0.77455 6.30049 1.54362
C -1.15859 7.38131 0.53918
C -0.10706 7.39147 -0.60067
C -0.44654 6.25609 -1.55708
C -1.88720 6.21345 -2.08860
C -2.93252 6.21848 -0.96381
N -2.55104 7.30482 -0.04878
O -3.40182 7.31604 1.07333
C -4.19140 6.73066 -1.65816
C -3.11942 4.83816 -0.36226
C -1.00588 8.71314 1.21647
H 0.21205 6.53542 1.92168
H -0.72037 5.30358 1.14356
H -1.41532 6.27877 2.43316
H -0.09890 8.43472 -1.03061
H 0.84474 7.21980 -0.15890
H -0.12129 5.38316 -1.02987
H 0.25104 6.20583 -2.39419
H -1.99510 5.28045 -2.70235
H -2.06228 7.11611 -2.69699
H -4.52692 5.92834 -2.32867
H -4.98679 6.92319 -0.91060
H -3.95884 7.61441 -2.21319
H -3.52081 4.10463 -1.10563
H -2.09394 4.47389 -0.02952
H -3.71114 4.74112 0.51634
H -1.41506 9.48779 0.53604
H 0.05515 8.91278 1.53020
H -1.67129 8.86533 2.09927
H -4.04322 8.01604 0.91937
```

HOMO level = -8.53 eV
Net charge = 0
E = -5871.8013 Eh
Max |F| = 0.0517 hartree/bohr
Kohn-Sham gap = 8.8 eV

=====

DFT (ωB97M-V/def2-TZVPD) results for C5H6N2 in the gas phase.

The geometry in XYZ format:
```
13
C5H6N2, DFT ωB97M-V/def2-TZVPD
N -2.33286 0.30008 -0.81455
C -1.75668 -0.43995 -0.13147
C -0.56792 -0.85409 0.59997
C 0.59038 -1.06356 -0.40078
C 1.08672 0.32748 -0.04311
C 0.07547 1.42058 0.04203
N 0.20283 0.48144 1.15932
H -0.74496 -1.59769 1.38738
H 0.33081 -1.27496 -1.44107
H 1.28530 -1.82864 -0.04359
H 2.15805 0.51385 0.02196
H -0.90758 1.38416 -0.45780
H 0.35916 2.46446 0.17369
```

HOMO level = -9.78 eV
Energy relative to the best compared isomer or geometry (same formula, charge and spin) = 3.256 eV
SMILES string = N#C[C@H]1C[C@H]2CN21
Net charge = 0
E = -303.5164 Eh
Max |F| = 0.0332 hartree/bohr
Kohn-Sham gap = 10.7 eV

=====

DFT (ωB97M-V/def2-TZVPD) results for C11H25ClIN2OP2Ti as an isolated structure.

The geometry in XYZ format:
```
44
C11H25ClIN2OP2Ti, DFT ωB97M-V/def2-TZVPD
C -0.00226 0.56384 -5.66147
C -0.00325 1.84619 -5.00565
H -0.00024 0.76446 -6.75532
H -0.94063 0.02505 -5.37531
H 0.93328 0.02279 -5.37093
O 0.00820 2.77552 -4.31679
I 0.04712 2.65825 -0.06807
Ti 0.01812 0.13269 -0.14475
P 2.58229 -0.04819 0.12356
C 3.19676 1.26754 1.22783
C 3.30807 -1.59748 0.77665
H 4.37836 -1.61108 0.52013
H 4.56546 0.01000 -1.22587
H 2.82592 -2.46250 0.29025
H 3.17743 -0.52536 -2.18203
H 2.85596 1.12926 2.26351
H 3.20368 -1.66756 1.87369
C 3.50521 0.19420 -1.42681
H 4.29029 1.24470 1.23448
H 3.35998 1.21707 -1.79743
H 2.84832 2.24376 0.85828
P -2.54869 -0.01354 0.10563
C -3.07041 1.26667 1.30672
C -3.50347 0.32576 -1.38570
H -2.90038 -2.43038 0.26068
H -4.40662 -1.49452 0.45200
H -3.28084 -1.63317 1.84086
C -3.34701 -1.54557 0.74218
H -3.20557 -0.35431 -2.18125
H -4.55277 0.14385 -1.15884
H -4.15688 1.20725 1.42188
H -2.79503 2.26160 0.92467
H -3.35269 1.35651 -1.70535
H -2.61344 1.10889 2.29497
Cl 0.07064 -1.29402 -1.88359
N -0.21284 -1.75383 2.48573
C -0.16194 -1.58061 3.83531
C 0.00418 -0.22273 4.06257
C 0.03342 0.38162 2.81053
N -0.07860 -0.55522 1.82645
H -0.22224 -2.65857 2.01646
H -0.17342 -2.40071 4.54708
H 0.10726 0.29082 5.00352
H 0.20927 1.41106 2.53956
```

HOMO level (spin up / spin down) = -13.50 / -14.14 eV
Energy relative to the best compared isomer or geometry (same formula, charge and spin) = 0.000 eV
Multiplicity = 2
Expectation value of S² = 0.755
Net charge = +2
E = -2908.4954 Eh
Max |F| = 0.1061 hartree/bohr
Kohn-Sham gap (spin up / spin down) = 5.7 / 6.4 eV

=====

Question: Look up the E of the fourth one.
Answer: -2908.4954 Eh

=====

Question: Look up the max |F| of the first one.
Answer: 0.0888 hartree/bohr

=====

Question: Number 1 is which compound?
Answer: C4H8N3O2

=====

Question: net charge of number 3 (C5H6N2)?
Answer: 0